The following is a DFT calculation (ωB97M-V/def2-TZVPD) of 2 unconnected molecules or ions with the total composition C3H7F2NS.

The geometry in XYZ format:
```
14
Properties=species:S:1:pos:R:3
S 1.9955 -1.0647 -0.2652
F 0.8410 0.8783 1.0589
F 0.9933 1.2226 -1.0611
N -3.8369 -0.3323 -0.5652
C 3.4340 -0.0998 0.2909
C 0.7681 0.2606 -0.1360
C -3.1255 -0.3177 0.5174
H -3.4153 -0.6755 -1.4210
H 3.3821 0.0254 1.3686
H -3.7263 0.0791 1.3581
H -4.8115 -0.0335 -0.6753
H -0.2415 -0.1435 -0.2705
H 3.4236 0.8614 -0.2141
H 4.3193 -0.6605 0.0146
```

Calculated values
- lowest unoccupied orbital energy (eV) = 0.79
- molar mass (g/mol) = 127.159
- energy relative to the best compared isomer or geometry (same formula, charge and spin) (kJ/mol) = 147.4
- total energy (Ha) = -771.0901